DFT (wB97M-V/def2-TZVPD) results for a structure of composition C10H16Cl4MnO5 in a non-equilibrium geometry.

Output
**Electronic energy**: -3758.284677 a.u.
**HOMO (alpha / beta)**: -1.039 / -1.523 eV
**LUMO (alpha / beta)**: 2.5 / 1.6 eV
**Molar mass**: 412.983 g mol⁻¹
**Max |F|**: 2.9 eV Å⁻¹

```
! RIJCOSX wB97M-V def2-TZVPD def2/J DEFGRID3
* xyz -2 4
C -0.45 0.70 -2.08
C -1.33 -0.37 -1.92
C -0.57 -1.56 -1.67
C -2.81 -0.30 -1.99
C 0.79 -1.24 -1.77
C 0.92 0.19 -2.03
C 2.08 0.92 -2.20
C -0.80 2.11 -2.30
C -1.13 -2.90 -1.38
C 1.92 -2.18 -1.65
Mn 0.98 1.55 1.92
Cl -3.63 -0.22 1.06
Cl 0.67 3.12 3.45
Cl 2.18 -0.32 1.71
H -3.15 0.70 -1.67
H -3.26 -1.00 -1.28
H -3.19 -0.49 -3.00
H -2.04 -2.78 -0.77
H -0.40 -3.50 -0.82
H -1.39 -3.44 -2.29
H 1.83 -2.79 -0.75
H 2.86 -1.62 -1.60
H 1.97 -2.86 -2.51
H 3.04 0.40 -2.21
H 2.06 2.01 -0.12
H 2.01 1.96 -2.46
H -1.69 2.38 -1.70
H -1.03 2.32 -3.36
H 0.03 2.76 -2.00
O 1.32 2.47 0.37
H 1.62 3.37 0.62
O -0.74 -0.88 7.92
Cl 0.12 0.12 7.28
O -0.17 1.44 7.84
O 1.53 -0.21 7.54
O -0.13 0.12 5.84
*
```

Atom charges from the Löwdin analysis, given in e for atoms 1 to 4: -0.175, -0.166, -0.170, -0.123

***

DFT (wB97M-V/def2-TZVPD) results for a cluster of 4 separate species, C10H16Cl4O6 in total in a non-equilibrium geometry.

Output
**Electronic energy**: -2682.764996 a.u.
**HOMO**: -10.371 eV
**LUMO**: 0.2 eV
**Molar mass**: 374.044 g mol⁻¹
**Max |F|**: 9.7 eV Å⁻¹
**SMILES string**: C[C@H]1COC(=O)O1.C[C@H]1COC(=O)O1.ClCCl.ClCCl

```
! RIJCOSX wB97M-V def2-TZVPD def2/J DEFGRID3
* xyz 0 1
C 6.54 -0.09 4.85
C 5.34 0.81 4.84
C 4.31 0.75 5.94
O 4.14 2.15 6.39
C 5.03 2.96 5.75
O 5.15 4.17 5.80
O 5.69 2.12 4.87
H 7.21 -0.36 4.04
H 6.10 -1.05 5.08
H 7.24 0.10 5.67
H 4.85 0.53 3.91
H 4.65 0.24 6.83
H 3.40 0.34 5.50
C -5.80 -3.09 -8.21
C -4.32 -2.42 -8.17
C -4.49 -0.89 -8.17
O -3.58 -0.59 -7.18
C -3.11 -1.66 -6.59
O -2.19 -1.65 -5.77
O -3.61 -2.68 -7.01
H -5.54 -4.15 -8.21
H -6.18 -2.87 -9.20
H -6.51 -2.63 -7.52
H -3.69 -2.68 -9.03
H -5.47 -0.43 -8.04
H -4.08 -0.43 -9.07
C -1.95 4.40 5.88
Cl -3.74 4.52 5.97
Cl -1.50 5.87 4.82
H -1.71 4.45 6.94
H -1.79 3.46 5.34
C 0.11 -1.74 0.68
Cl -0.83 -3.25 0.27
Cl -0.77 -0.91 1.94
H 1.06 -2.07 1.10
H 0.05 -1.23 -0.28
*
```

Atom charges from the Löwdin analysis, given in e for atoms 1 to 4: -0.026, -0.408, -0.044, 0.057

***

DFT (wB97M-V/def2-TZVPD) results for a structure of composition C10H16Cl8CuF6O6S2 in a non-equilibrium geometry.

Output
**Electronic energy**: -7559.442569 a.u.
**HOMO (alpha / beta)**: -8.423 / -8.423 eV
**LUMO (alpha / beta)**: -2.4 / -6.0 eV
**Molar mass**: 757.524 g mol⁻¹
**Max |F|**: 4.6 eV Å⁻¹

```
! RIJCOSX wB97M-V def2-TZVPD def2/J DEFGRID3
* xyz 0 2
Cu 5.60 -19.24 -14.21
C 6.86 -19.51 -9.05
F 6.16 -20.38 -8.26
F 6.09 -18.44 -9.05
F 8.05 -19.28 -8.43
S 6.96 -20.30 -10.76
O 7.63 -21.57 -10.59
O 5.55 -20.38 -11.27
O 7.50 -19.37 -11.75
C 1.79 -17.97 -18.38
F 1.40 -16.93 -17.66
F 1.37 -19.12 -17.87
F 1.26 -17.82 -19.58
S 3.76 -18.02 -18.50
O 4.07 -19.02 -19.49
O 4.19 -16.69 -18.95
O 4.23 -18.43 -17.17
Cl 7.92 -22.46 -15.49
C 9.12 -23.77 -15.42
C 8.50 -25.05 -14.74
Cl 7.18 -25.59 -15.76
H 9.99 -23.32 -14.94
H 9.48 -23.93 -16.43
H 8.16 -24.90 -13.72
H 9.23 -25.85 -14.71
Cl 2.89 -22.37 -15.09
C 1.88 -23.76 -14.82
C 1.73 -24.08 -13.32
Cl 3.06 -24.95 -12.60
H 2.37 -24.59 -15.34
H 0.96 -23.64 -15.39
H 0.90 -24.78 -13.19
H 1.44 -23.21 -12.73
Cl 3.68 -16.13 -12.94
C 1.94 -15.65 -13.24
C 0.96 -16.54 -12.53
Cl 1.09 -18.23 -13.09
H 1.74 -15.54 -14.30
H 1.84 -14.63 -12.86
H -0.07 -16.23 -12.69
H 1.12 -16.47 -11.45
Cl 11.83 -16.35 -16.64
C 10.57 -15.07 -16.71
C 9.16 -15.62 -17.10
Cl 8.47 -16.68 -15.80
H 10.84 -14.38 -17.52
H 10.47 -14.64 -15.72
H 9.12 -16.10 -18.08
H 8.48 -14.78 -17.21
*
```

Atom charges from the Löwdin analysis, given in e for atoms 1 to 4: 0.737, -0.622, 0.088, 0.140

***

DFT (wB97M-V/def2-TZVPD) results for a cluster of 2 separate species, C10H16ClF6I2N5P2S in total in a non-equilibrium geometry.

Output
**Electronic energy**: -3399.973541 a.u.
**HOMO**: -9.363 eV
**LUMO**: -1.8 eV
**Molar mass**: 703.537 g mol⁻¹
**Max |F|**: 5.2 eV Å⁻¹

```
! RIJCOSX wB97M-V def2-TZVPD def2/J DEFGRID3
* xyz 0 1
C 0.95 -3.14 -2.17
C -0.26 -2.13 -1.86
I -2.10 -2.52 -2.98
C -0.20 -1.07 -0.94
I 1.71 -0.87 0.14
C -1.38 -0.05 -0.60
N -2.15 0.59 -1.70
C -3.42 0.54 -1.48
S -4.96 -0.09 -1.42
C -2.15 -0.70 0.65
N -2.19 0.33 1.73
P -2.48 -0.21 3.38
N -3.28 0.98 4.13
C -1.05 1.25 1.53
N -0.45 2.00 2.45
C 0.70 2.88 2.11
C 2.01 2.36 2.93
C 2.13 3.24 4.26
Cl 3.76 2.84 5.02
N -0.81 1.13 0.12
H 0.89 -4.02 -1.46
H 0.75 -3.57 -3.22
H 1.96 -2.63 -2.23
H -1.36 -1.44 1.06
H -3.06 -1.36 0.47
H -3.26 -1.40 3.43
H -1.19 -0.42 4.01
H -3.44 1.73 3.43
H -0.78 1.98 3.43
H 0.99 2.87 1.02
H 0.49 3.98 2.38
H 2.90 2.54 2.23
H 1.86 1.25 3.14
H 2.00 4.33 4.01
H 1.29 2.95 4.97
H 0.03 1.57 -0.27
F 3.00 -1.89 -7.32
P 2.22 -2.25 -5.95
F 2.84 -2.09 -4.46
F 0.86 -2.05 -6.79
F 3.26 -3.47 -6.15
F 1.21 -3.33 -5.32
F 2.17 -0.66 -5.67
*
```

Atom charges from the Löwdin analysis, given in e for atoms 1 to 4: -0.184, -0.667, 0.893, -0.604

***

DFT (wB97M-V/def2-TZVPD) results for a structure of composition C10H16ClScSeY in a non-equilibrium geometry.

Output
**Electronic energy**: -4051.328968 a.u.
**HOMO**: -4.467 eV
**LUMO**: 2.3 eV
**Molar mass**: 384.513 g mol⁻¹
**Max |F|**: 2.4 eV Å⁻¹

```
! RIJCOSX wB97M-V def2-TZVPD def2/J DEFGRID3
* xyz -1 1
Sc -1.32 2.11 -2.06
Cl -0.34 0.00 -2.85
C -1.08 4.26 -1.36
C -2.51 2.58 -3.91
H -1.95 4.88 -1.53
H -0.95 4.28 -0.29
H -0.23 4.77 -1.82
H -3.06 3.54 -3.88
H -3.27 1.79 -3.90
H -2.00 2.57 -4.89
Y 0.89 0.25 -0.54
C 2.19 1.61 0.96
C -1.36 0.98 -0.30
H 1.57 2.54 1.08
H 2.42 1.30 2.01
H 3.15 1.95 0.55
H -1.88 -0.03 -0.43
H -1.66 1.32 0.69
Se 1.56 -2.42 -1.12
C 1.20 -3.01 0.62
C 1.95 -2.47 1.69
C 1.66 -2.86 3.00
C 0.65 -3.83 3.24
C -0.06 -4.35 2.17
C 0.20 -3.99 0.87
H 2.73 -1.72 1.48
H 2.25 -2.44 3.81
H 0.45 -4.11 4.27
H -0.84 -5.10 2.39
H -0.34 -4.39 0.04
*
```

Atom charges from the Löwdin analysis, given in e for atoms 1 to 4: 0.612, 0.017, -0.283, -0.312

***

DFT (wB97M-V/def2-TZVPD) results for a structure of composition C10H16F6N5O8PbS3.

Output
**Electronic energy**: -3252.682655 a.u.
**HOMO**: -13.262 eV
**LUMO**: -3.6 eV
**Molar mass**: 751.654 g mol⁻¹
**Max |F|**: 0.4 eV Å⁻¹

```
! RIJCOSX wB97M-V def2-TZVPD def2/J DEFGRID3
* xyz 1 1
Pb 0.77 1.14 0.53
F 1.09 -3.57 4.34
C 1.56 -2.44 3.86
F 2.46 -2.70 2.90
F 2.17 -1.76 4.83
S 0.21 -1.38 3.19
O 0.93 -0.24 2.63
O -0.71 -1.14 4.24
N -0.30 -2.35 2.06
S -1.03 -1.98 0.75
O -0.62 -0.66 0.20
O -1.03 -3.05 -0.19
C -2.79 -1.63 1.19
F -3.45 -1.31 0.08
F -3.34 -2.68 1.75
F -2.82 -0.59 2.03
C 5.08 1.48 3.79
C 5.39 0.16 3.10
S 4.94 0.26 1.39
O 5.83 1.14 0.69
O 3.51 0.52 1.31
C 5.22 -1.40 0.76
C 5.24 -1.43 -0.77
N 4.14 -0.62 -1.33
C 2.84 -0.83 -1.02
N 2.12 0.26 -1.25
C 2.99 1.21 -1.75
C 4.22 0.68 -1.80
N 5.41 1.31 -2.31
O 6.38 0.61 -2.55
O 5.33 2.50 -2.49
C 2.31 -2.10 -0.46
H 5.38 1.42 4.84
H 4.02 1.71 3.75
H 5.64 2.30 3.33
H 4.81 -0.67 3.52
H 6.45 -0.09 3.12
H 4.45 -2.04 1.19
H 6.20 -1.72 1.14
H 5.15 -2.45 -1.13
H 6.16 -1.02 -1.16
H 2.69 2.20 -2.05
H 2.98 -2.93 -0.64
H 1.35 -2.33 -0.92
H 2.16 -2.00 0.62
N -0.80 1.54 -1.45
H -0.47 1.16 -2.33
H -0.99 2.53 -1.61
H -1.69 1.09 -1.26
*
```

Atom charges from the Löwdin analysis, given in e for atoms 1 to 4: 1.563, 0.186, -0.679, 0.121

***

DFT (wB97M-V/def2-TZVPD) results for a cluster of 2 separate species, C10H16F8N2O5P in total in a non-equilibrium geometry.

Output
**Electronic energy**: -2016.750783 a.u.
**HOMO**: -3.671 eV
**LUMO**: 2.2 eV
**Molar mass**: 427.205 g mol⁻¹
**Max |F|**: 1.8 eV Å⁻¹

```
! RIJCOSX wB97M-V def2-TZVPD def2/J DEFGRID3
* xyz -1 1
C -0.57 1.88 2.00
C -0.42 0.37 1.97
C 0.99 -0.07 2.23
O 1.37 -0.47 3.33
O 1.76 -0.04 1.13
C 3.12 0.50 1.28
C 3.27 1.69 2.22
N 4.36 2.55 1.73
P 3.87 3.71 0.80
N 2.88 4.81 1.36
O 5.19 4.44 0.26
O 3.26 3.16 -0.60
H -0.25 2.26 2.97
H -1.59 2.19 1.80
H 0.08 2.35 1.29
H -1.09 -0.14 2.64
H -0.63 0.05 0.96
H 3.39 0.84 0.30
H 3.82 -0.28 1.54
H 3.57 1.34 3.20
H 2.34 2.26 2.28
H 2.66 4.60 2.32
H 5.24 5.23 0.82
H 2.30 3.18 -0.54
C -1.48 -3.08 -1.65
C -2.16 -4.09 -2.59
C -2.44 -3.68 -4.04
F -3.28 -2.64 -4.13
F -3.02 -4.73 -4.68
F -3.28 -4.57 -2.01
F -1.29 -5.14 -2.69
O -2.26 -2.33 -0.73
C -2.85 -1.12 -1.02
C -4.38 -1.16 -0.90
F -4.91 -2.11 -1.69
F -4.88 0.03 -1.27
F -2.44 -0.63 -2.20
F -2.43 -0.25 -0.07
H -0.87 -3.70 -1.00
H -0.78 -2.44 -2.19
H -1.50 -3.44 -4.55
H -4.66 -1.37 0.14
*
```

Atom charges from the Löwdin analysis, given in e for atoms 1 to 4: -0.076, -0.166, -0.513, 0.086